# C33H32BBaN4O8S

A structure of composition C33H32BBaN4O8S (ωB97M-V/def2-TZVPD, the Open Molecules 2025 dataset).

For the energy above the lowest of the compared OMol25 structures with the same formula, charge and spin, the calculation gives 0.104 eV. The HOMO-LUMO gap comes out at 6.38 eV. Its HOMO energy is -4.07 eV. As for the net charge: -1.

Last column: Mulliken charge in e.
Positions of all 80 atoms, in Å:
Ba 0.822 -0.368 0.447  1.87
O 2.101 -5.105 0.024  -0.69
C 0.974 -5.736 0.385  0.33
C 1.047 -7.118 0.580  -0.71
C -0.073 -7.834 0.949  -0.25
C -1.293 -7.188 1.132  -0.75
C -1.370 -5.823 0.938  -0.30
C -0.255 -5.071 0.563  -0.05
C -0.374 -3.597 0.360  1.08
O 0.684 -2.928 0.084  -0.88
N -1.586 -3.093 0.502  -0.92
N -1.598 -1.748 0.272  0.24
C -2.623 -1.116 0.687  -0.74
C -2.740 0.337 0.505  1.03
C -3.837 0.999 1.052  -0.72
C -3.939 2.369 0.903  -0.24
C -2.950 3.040 0.204  -0.71
C -1.887 2.304 -0.296  -0.25
N -1.772 0.987 -0.156  -0.25
H 1.859 -4.142 -0.040  0.30
H 2.005 -7.601 0.434  0.41
H 0.003 -8.904 1.098  0.35
H -2.172 -7.748 1.425  0.38
H -2.302 -5.292 1.076  0.44
H -3.418 -1.638 1.221  0.28
H -4.578 0.438 1.604  0.35
H -4.771 2.907 1.338  0.40
H -2.980 4.112 0.066  0.38
H -1.076 2.795 -0.819  0.50
C 3.365 3.302 0.422  -1.06
C 2.015 2.982 1.001  0.87
C 1.813 3.187 2.476  -0.82
O 1.130 2.511 0.310  -0.46
H 3.721 4.275 0.761  0.49
H 3.333 3.246 -0.664  0.28
H 4.068 2.546 0.784  0.06
H 2.365 4.052 2.843  0.49
H 2.196 2.295 2.982  0.12
H 0.751 3.271 2.700  0.16
O -1.835 2.228 3.808  -0.71
C -1.016 1.338 3.974  0.02
N -0.471 0.549 3.015  0.12
S 0.585 -0.491 3.608  0.74
O 0.209 -1.857 3.339  -0.61
O 1.918 -0.152 3.113  -0.48
C 0.415 -0.060 5.314  0.19
C 1.022 -0.566 6.446  -0.77
C 0.658 -0.004 7.663  -0.46
C -0.279 1.026 7.723  -0.44
C -0.878 1.517 6.568  -0.58
C -0.516 0.957 5.357  0.22
H 1.744 -1.369 6.384  0.48
H 1.107 -0.371 8.578  0.39
H -0.543 1.446 8.685  0.38
H -1.605 2.317 6.594  0.50
C 10.334 0.182 -0.814  -1.64
C 9.363 1.313 -1.181  2.05
C 9.789 2.598 -0.457  -1.63
C 9.473 1.560 -2.686  -2.14
C 7.943 0.929 -0.759  0.39
C 7.676 0.678 0.589  -0.27
C 6.408 0.322 1.047  -1.70
C 5.401 0.223 0.113  0.95
O 4.084 -0.084 0.275  0.22
B 3.439 -0.037 -1.035  -1.49
O 4.496 0.319 -1.938  -0.44
C 5.646 0.470 -1.228  0.86
C 6.899 0.819 -1.686  -0.97
H 11.353 0.443 -1.113  0.44
H 10.052 -0.744 -1.319  0.38
H 10.334 -0.011 0.259  0.32
H 10.804 2.881 -0.750  0.44
H 9.773 2.469 0.626  0.32
H 9.115 3.419 -0.707  0.38
H 10.501 1.831 -2.936  0.43
H 8.823 2.376 -3.006  0.42
H 9.213 0.668 -3.258  0.41
H 8.477 0.758 1.313  0.34
H 6.218 0.127 2.095  0.47
H 7.044 1.001 -2.741  0.49